{
  "formula": "C39H77N7O7",
  "method": "ωB97M-V with the def2-TZVPD basis set",
  "elements": ["O", "O", "O", "O", "O", "O", "O", "N", "N", "N", "N", "N", "N", "N", "C", "C", "C", "C", "C", "C", "C", "C", "C", "C", "C", "C", "C", "C", "C", "C", "C", "C", "C", "C", "C", "C", "C", "C", "C", "C", "C", "C", "C", "C", "C", "C", "C", "C", "C", "C", "C", "C", "C", "H", "H", "H", "H", "H", "H", "H", "H", "H", "H", "H", "H", "H", "H", "H", "H", "H", "H", "H", "H", "H", "H", "H", "H", "H", "H", "H", "H", "H", "H", "H", "H", "H", "H", "H", "H", "H", "H", "H", "H", "H", "H", "H", "H", "H", "H", "H", "H", "H", "H", "H", "H", "H", "H", "H", "H", "H", "H", "H", "H", "H", "H", "H", "H", "H", "H", "H", "H", "H", "H", "H", "H", "H", "H", "H", "H", "H"],
  "coordinates": [[-0.7539, -5.2953, -3.3921], [2.7871, 1.7499, 3.7668], [-1.3215, 0.8786, 4.5598], [-0.5109, -4.9982, -0.0825], [-0.6555, -2.8662, -0.7063], [0.8470, -0.9178, 0.2757], [2.9769, 3.6387, 4.9337], [-7.0355, 4.4194, 0.7526], [1.9033, -3.4045, -5.0465], [-2.5811, -0.2974, -3.6711], [2.6792, 2.6588, -1.3953], [4.3395, -2.5792, 0.7127], [-2.4850, 2.2843, 0.1807], [-0.0339, -1.8605, 4.1711], [3.6343, -1.7481, 5.3476], [0.8978, -4.7696, 0.1499], [0.4672, 3.8042, -0.5518], [3.9625, 0.7677, 0.9971], [4.1811, -1.5660, 0.2036], [3.5997, -1.6588, 3.8657], [2.3375, -2.4630, 3.3389], [-2.7361, -2.5719, -4.9751], [0.0618, 0.0415, 0.8815], [0.3240, -6.2063, -3.8375], [-0.4802, 4.1224, -2.9785], [-3.2174, 1.5295, 0.6923], [1.9556, -2.6622, -4.1341], [3.8912, -0.2285, -0.2270], [-0.1452, 4.7665, -1.6255], [5.2816, 0.8778, 1.7486], [-1.1592, -3.9889, -0.6010], [-4.9555, -0.3512, -0.7241], [0.9731, -0.7538, -3.0779], [-4.3130, -0.5710, 0.6457], [1.3176, -6.0014, 0.9762], [-2.4974, -4.4097, -1.0797], [2.1017, -1.7205, -3.0457], [-4.1246, 0.6989, 1.4443], [-1.6880, -2.6839, -6.0741], [1.0314, -2.0617, 3.8370], [-2.3844, 0.5854, 5.4420], [2.4122, 2.4486, 4.6763], [3.9199, 4.0561, 3.9165], [-4.4898, 4.2924, -1.8914], [-4.5812, 5.3708, 0.5361], [-1.8718, -1.5284, -7.0690], [1.3339, 2.2327, 5.6692], [1.0026, 0.2262, -4.2349], [-5.9781, 4.8805, 0.6843], [1.6978, 3.1227, -1.0196], [4.7307, 5.2033, 4.4818], [-4.3998, 5.5897, -1.0280], [-2.6314, -1.2982, -4.2274], [-2.6203, -3.2773, -4.2046], [0.6285, 0.4910, 1.6768], [-1.1175, 5.1730, -1.2757], [-0.8188, -0.3845, 1.3797], [4.5778, 3.2925, 3.5695], [-2.5381, -5.4661, -1.3633], [2.0920, -2.2777, -2.0952], [3.2011, 0.5642, 1.6986], [2.2969, -2.3848, 2.2931], [3.4829, -0.6260, 3.5010], [-0.9510, 3.1671, -2.8739], [-0.2998, 0.8708, 0.2432], [-1.0522, 4.7157, -3.6633], [1.0960, -0.2008, -2.1303], [-3.2671, -4.2616, -0.3319], [0.2630, -1.5791, -0.1046], [5.7197, -0.1476, 1.8324], [-0.0016, -1.2352, -2.9882], [6.0106, 1.4948, 1.2505], [-5.4090, -1.2447, -1.1666], [-3.6493, 0.5419, 2.3960], [-0.2474, 3.0177, -0.3085], [-2.2328, 1.0616, 6.4037], [-4.9268, -1.1831, 1.2679], [-1.0967, -1.4109, -7.8405], [-3.9920, 4.5591, 0.9042], [2.9383, -1.0157, 5.8046], [4.5819, 0.0542, -0.9669], [3.0758, -1.2219, -3.1295], [-5.1390, 6.2949, -1.3225], [4.6863, -1.5078, 5.7100], [-1.0447, -4.8185, -4.1895], [5.4058, 5.6102, 3.6943], [-2.9053, -1.6284, -7.5125], [-1.7805, -3.6545, -6.5686], [-0.8933, 0.0124, 4.3806], [-4.4213, 6.2615, 1.1718], [0.3747, 2.0231, 5.1728], [5.3096, 4.9405, 5.3261], [0.1576, 0.8528, -4.4262], [3.6405, 1.7706, 0.6338], [-0.1445, -7.1298, -4.1368], [-3.7939, -2.6321, -5.3288], [5.0361, 1.3312, 2.6958], [1.0864, -3.8281, 0.6755], [0.9286, -5.7461, -4.6154], [-3.3762, 5.9828, -1.1507], [3.4488, -2.7922, 5.7069], [0.9371, -6.9928, 0.5612], [0.4192, 3.9051, -3.5421], [1.1025, -5.9588, 2.0092], [-4.7803, 4.6110, -2.8432], [2.8431, -0.2630, -0.5591], [-0.6805, -2.8409, -5.6389], [-1.8442, -0.6093, -6.4351], [4.0304, 5.9751, 4.8295], [1.9138, 0.8282, -4.1455], [0.6852, 4.2680, 0.4042], [-5.7140, 0.4340, -0.6515], [2.3872, -6.1933, 0.7778], [-3.5035, 3.6719, -1.9176], [0.9700, -6.2703, -3.0202], [-3.2660, 1.0140, 4.8283], [-5.2938, 3.6499, -1.5110], [1.4851, 1.3087, 6.2226], [-2.8787, -3.8207, -1.9048], [-3.3161, -1.0773, 0.5690], [1.2227, -0.2198, -5.2196], [-2.6357, -0.4287, 5.5268], [3.2835, 4.3887, 3.0939], [1.2711, 3.0440, 6.3807], [0.4955, 5.5875, -1.7980], [1.3693, -4.8409, -0.8494], [2.4235, -3.5028, 3.5938], [-4.1967, 0.0173, -1.4695], [-5.0669, 1.2511, 1.5325], [4.4003, -2.1490, 3.2897]],
  "forces_ev_per_a": [[0.67, -0.20, -1.01], [-0.50, -0.36, 0.13], [1.02, -1.47, -0.11], [0.28, 0.10, 0.28], [-1.22, -1.33, -0.18], [0.79, -0.31, -0.35], [0.90, -0.05, -0.56], [0.74, 0.40, -0.06], [-0.12, 2.01, 2.51], [0.07, 0.22, 0.22], [-0.08, -0.13, -0.10], [0.18, -0.79, -0.01], [-1.57, -1.71, 0.88], [-1.82, 0.70, 0.68], [1.86, -0.02, 1.56], [0.11, -1.97, 0.37], [-0.24, -0.44, -0.90], [0.17, 1.03, -1.53], [-0.02, -0.14, 0.60], [-1.87, -0.72, -1.82], [0.66, 0.91, 1.14], [-0.76, 1.37, -0.13], [-1.01, 1.04, 0.74], [-1.63, 1.66, -0.53], [1.32, -0.51, 0.16], [2.09, 2.97, -0.96], [0.52, -2.62, -2.99], [-1.10, 0.84, 1.76], [-1.47, -0.84, 0.13], [-0.13, -1.26, -0.65], [0.60, 1.47, -0.71], [0.89, 0.65, -0.75], [-1.14, 1.68, 1.00], [0.66, -0.94, -0.18], [1.10, -1.34, -2.45], [-1.24, -0.24, -0.30], [0.42, -0.78, 0.26], [-0.06, 0.38, -1.00], [0.54, -0.83, -0.44], [1.62, -0.33, -0.52], [-1.79, 2.47, -2.23], [0.26, 0.50, 0.32], [-0.37, 1.30, 0.39], [1.32, -0.71, 2.16], [-1.55, 0.05, -1.18], [-0.42, 0.43, 0.75], [-0.84, -1.09, 0.09], [1.88, -0.34, -1.13], [-0.30, -0.14, 0.44], [-0.37, 0.66, 0.04], [-0.84, 0.92, -1.15], [1.82, -1.30, 1.32], [-0.17, -0.19, -0.56], [0.15, -1.48, 0.80], [0.42, 0.37, 0.45], [0.69, -0.23, 0.42], [-0.06, -0.10, -0.15], [0.11, -0.90, -0.01], [0.32, 0.29, 0.11], [0.05, 0.11, -0.26], [-0.93, -0.83, 0.71], [-0.05, 0.08, -1.59], [0.26, -0.33, 0.27], [-0.62, -0.57, 0.26], [0.24, -0.54, -0.16], [-0.60, 0.66, 0.08], [-0.35, 0.11, -0.35], [0.05, 0.03, 0.62], [-0.07, -0.38, -0.27], [-0.20, 0.81, 0.47], [0.12, -0.28, -0.07], [0.27, 0.27, -0.34], [0.10, 0.08, 0.33], [-0.06, -0.22, 0.61], [-0.16, 0.01, -0.15], [-0.24, 0.09, 0.17], [-0.55, -0.80, 0.28], [-0.37, -0.37, 0.24], [0.83, -0.43, 0.14], [0.29, -0.63, -0.11], [0.66, 0.53, -1.23], [-0.16, -0.07, -0.05], [-0.43, 0.69, -0.42], [-1.29, -0.08, -0.22], [0.20, -0.27, 0.50], [-0.53, -0.18, 0.56], [1.16, 0.28, 0.22], [-0.57, 0.00, -0.19], [0.05, 0.66, -0.06], [-0.08, -0.34, -0.56], [0.23, 0.42, -0.01], [0.71, -0.60, 0.83], [-0.66, 0.35, 0.55], [0.47, -0.70, -0.07], [0.25, -0.46, -0.07], [0.83, -0.04, 0.00], [0.30, -0.17, 0.52], [-0.05, -0.18, -0.35], [-0.26, -0.05, -0.34], [-0.54, 0.29, -0.12], [-0.12, 0.89, -0.20], [-0.29, 1.49, 0.39], [0.51, -0.08, -0.01], [-0.19, 0.21, 1.07], [-0.18, 0.18, -1.73], [0.41, 0.30, -0.28], [-0.30, 0.98, -0.07], [-0.13, -0.35, -0.79], [0.31, 0.08, -0.26], [-0.27, 0.46, 0.34], [0.10, 0.43, -0.02], [-0.12, -0.17, -0.05], [-0.09, 0.57, 0.68], [-1.78, 1.25, 0.08], [0.86, -0.68, 1.44], [0.65, -0.26, 1.79], [0.20, -0.01, -0.09], [0.36, -0.16, 0.06], [0.45, 0.26, -0.27], [-0.81, 0.29, -0.09], [-0.40, -0.59, 0.26], [0.20, -1.67, 0.32], [0.33, 0.01, -0.24], [-0.07, 0.19, -0.07], [0.83, 1.01, -0.02], [-0.05, 0.53, 0.58], [0.28, -0.63, 0.14], [-0.64, -0.31, 0.71], [0.09, -0.12, 0.26], [0.10, 0.34, 0.65]],
  "smiles": "CCOC(C)=O.CCOC(C)=O.CCCC#N.CCCC#N.CCCC#N.CCCC#N.CCCC#N.CCCC#N.CCCC#N.CO.CO.CO",
  "homo_lumo_gap_ev": 10.39,
  "molar_mass_g_mol": 756.09,
  "e_tot_ev": -66452.091,
  "fmax_ev_per_a": 4.010,
  "e_lumo_ha": 0.0201,
  "e_homo_ev": -9.845
}

{
  "formula": "C18H27ClNO4P2V",
  "method": "ωB97M-V with the def2-TZVPD basis set",
  "elements": ["V", "Cl", "P", "P", "O", "O", "O", "O", "N", "C", "C", "C", "C", "C", "C", "C", "C", "C", "C", "C", "C", "C", "C", "C", "C", "C", "C", "H", "H", "H", "H", "H", "H", "H", "H", "H", "H", "H", "H", "H", "H", "H", "H", "H", "H", "H", "H", "H", "H", "H", "H", "H", "H", "H"],
  "coordinates": [[-0.0762, -0.1760, 0.0301], [-2.6542, -0.6961, 7.9738], [1.9606, 1.1568, 0.2388], [-1.9509, -0.2526, -1.7827], [0.0097, -1.0484, 1.9191], [2.1598, 2.3011, -4.5197], [-0.9473, 2.7059, -1.6148], [-1.4820, 0.5937, 1.5161], [0.9767, -1.0404, -1.4930], [0.2539, -1.9406, -2.1872], [2.2897, -0.7957, -1.7389], [2.2660, 2.9860, 0.1103], [2.9804, -1.6814, -2.5753], [2.9994, 0.3309, -0.9898], [-0.6969, -1.3120, 4.5718], [0.8773, -2.8020, -3.0927], [-2.1700, -0.5903, 6.3412], [-3.5735, -0.3397, -0.9497], [-2.3728, 0.2076, -3.5233], [-2.8556, 0.2918, 5.4846], [-1.2768, -1.9503, -1.9970], [-1.3723, -0.4116, 3.7303], [-1.1056, -1.4005, 5.9036], [2.9732, 0.6356, 1.7134], [2.2779, -2.6979, -3.2346], [-2.4352, 0.3771, 4.1589], [-0.9385, -0.2551, 2.3224], [3.3661, 1.1368, -1.6281], [3.3318, 3.1896, -0.1255], [2.5435, 1.0403, 2.6495], [-0.6009, -2.0824, 6.5889], [-2.9319, 1.0460, 3.4608], [-3.1371, 0.9945, -3.5482], [-0.4948, 3.4478, -2.0357], [-3.6862, 0.8954, 5.8467], [-2.7758, -0.6649, -4.0601], [-1.5471, -2.6034, -1.1487], [2.6690, 2.9724, -4.0378], [0.1211, -1.9154, 4.1669], [2.9633, -0.4721, 1.7737], [1.5133, 2.0889, -3.8113], [4.0208, 0.9910, 1.5820], [2.8107, -3.3693, -3.9043], [1.6145, 3.3964, -0.6892], [1.9970, 3.4714, 1.0717], [-3.8200, 0.6837, -0.6248], [-1.5066, 0.5651, -4.0969], [4.0603, -1.5509, -2.6827], [-1.1199, 2.1381, -2.3846], [-4.3798, -0.6778, -1.6034], [3.8787, -0.0376, -0.4907], [0.3008, -3.5424, -3.6508], [-1.7466, -2.3897, -2.8921], [-3.5608, -0.9472, -0.0408]],
  "forces_ev_per_a": [[-1.98, 1.26, 1.97], [-0.08, -0.01, 0.26], [1.41, 0.19, 1.73], [-0.35, -0.29, 0.11], [0.12, 1.26, -2.25], [-0.52, 0.07, 1.64], [0.45, -0.45, -0.62], [1.90, -1.52, -0.86], [-0.03, 1.05, 0.11], [-0.30, -0.78, -0.96], [0.57, -1.02, -0.08], [-0.54, -0.14, -0.28], [-0.24, 0.36, 0.18], [-0.56, -0.09, -1.09], [-0.39, 0.21, 0.39], [0.63, 0.39, 0.38], [0.05, 0.04, -0.52], [-0.13, 0.30, 0.14], [0.25, 0.29, -0.13], [0.46, -0.29, -0.26], [0.36, -0.78, -0.25], [0.38, 0.25, -1.11], [0.08, 0.16, -0.61], [-0.45, 0.14, 0.28], [-0.47, 0.35, 0.07], [-0.32, -0.01, 0.81], [-0.72, -0.36, 1.49], [-0.05, -0.31, -0.63], [-0.61, -0.27, 0.19], [0.31, -0.20, -0.44], [-0.26, 0.27, -0.13], [0.11, -0.10, 0.16], [0.19, -0.13, 0.19], [-0.16, 0.37, 0.25], [0.25, -0.22, 0.01], [0.09, 0.17, 0.36], [-0.01, 0.23, -0.15], [0.26, 0.04, -0.66], [-0.34, 0.23, 0.32], [-0.01, 0.62, -0.04], [0.26, -0.11, -0.91], [-0.75, -0.15, 0.09], [-0.12, 0.07, 0.17], [0.46, -0.15, 0.52], [0.14, -0.36, -0.57], [0.15, -0.24, -0.14], [-0.11, -0.12, 0.20], [-0.42, -0.13, -0.18], [-0.11, 0.23, 0.35], [0.18, -0.12, -0.06], [0.35, -0.33, 0.16], [0.21, 0.28, 0.20], [0.27, -0.13, 0.37], [0.17, -0.02, -0.16]],
  "total_charge": 2,
  "homo_lumo_gap_ev": [5.71, 6.58],
  "spin_multiplicity": 3,
  "molar_mass_g_mol": 469.76,
  "e_tot_ev": -85559.043,
  "fmax_ev_per_a": 3.061,
  "e_lumo_ha": [-0.2951, -0.2639],
  "e_homo_ev": [-13.739, -13.758]
}

{
  "formula": "C6H9N",
  "method": "ωB97M-V with the def2-TZVPD basis set",
  "elements": ["N", "C", "C", "C", "C", "C", "C", "H", "H", "H", "H", "H", "H", "H", "H", "H"],
  "coordinates": [[0.9779, -0.6792, -0.7144], [1.8413, 1.6552, -0.6182], [0.8329, 0.5822, -0.1902], [-0.2026, -1.3614, -0.4619], [-0.3708, 0.8137, 0.4718], [-2.1451, -0.6943, 1.1604], [-1.0338, -0.4399, 0.1905], [2.9150, 1.1477, -0.5862], [1.8358, -1.1366, -0.9318], [-0.4744, -2.4224, -0.5875], [-2.9696, -1.1692, 0.6176], [1.7444, 2.4325, 0.1784], [-2.5766, 0.3038, 1.3746], [-0.5826, 1.6782, 1.2548], [-1.9497, -1.3825, 2.0039], [1.6806, 1.9696, -1.6375]],
  "forces_ev_per_a": [[-1.99, -0.08, 0.51], [1.65, -2.18, 2.09], [1.64, 2.44, -0.53], [-1.63, 1.19, 1.08], [1.74, -0.91, -0.79], [-2.04, -0.57, -1.52], [0.50, -0.31, 2.62], [-1.90, 1.37, 0.03], [0.40, 0.21, -0.44], [0.83, 0.76, -0.18], [-0.21, -0.26, 0.12], [0.48, -0.18, -1.13], [0.32, -0.75, 0.76], [0.17, -2.03, -2.32], [0.25, 0.87, -0.18], [-0.21, 0.45, -0.11]],
  "smiles": "Cc1c[nH]c(C)c1",
  "homo_lumo_gap_ev": 8.79,
  "molar_mass_g_mol": 95.14,
  "e_tot_ev": -7856.416,
  "fmax_ev_per_a": 3.440,
  "e_lumo_ha": 0.0368,
  "e_homo_ev": -7.791
}